## 1
ORCA calculation (ωB97M-V with the def2-TZVPD basis set) on 2 unconnected molecules or ions with the total composition C3H10N.

Geometry as XYZ:
```
14
Properties=species:S:1:pos:R:3:lowdin_charge:R:1
H 2.934 0.943 0.354 0.081
C 1.032 -0.033 0.074 -0.233
H 0.390 -0.734 -1.730 0.057
H -2.492 -0.154 -0.392 0.167
C 0.382 -0.924 -0.683 -0.039
H 0.836 -0.016 1.091 0.064
H -2.357 0.733 1.079 0.163
N -2.417 -0.207 0.646 0.292
H 0.004 -1.867 -0.265 0.074
H -1.413 -0.485 0.815 0.108
C 2.122 0.924 -0.354 -0.072
H -3.132 -0.765 1.149 0.170
H 2.474 0.725 -1.422 0.114
H 1.637 1.860 -0.362 0.056
```

Calculated values
charge: +1
E_HOMO: -13.493 eV
gap between HOMO and LUMO: 9.31 eV

## 2
ORCA calculation (ωB97M-V with the def2-TZVPD basis set) on a molecular structure, C3H10N.

Geometry as XYZ:
```
14
Properties=species:S:1:pos:R:3:lowdin_charge:R:1
H 2.282 -0.494 0.488 0.178
C -1.909 0.571 0.430 -0.131
H 0.273 0.221 -1.596 0.102
H -2.215 0.544 -0.613 0.082
H -0.810 -1.291 0.397 0.081
C -0.688 -0.249 0.661 -0.104
H 1.600 -1.575 -0.590 0.175
H -1.776 1.602 0.743 0.083
C 0.722 0.297 -0.617 -0.065
N 1.882 -0.596 -0.454 0.143
H 2.616 -0.377 -1.143 0.177
H 0.953 1.318 -0.346 0.103
H -0.211 -0.108 1.621 0.083
H -2.719 0.137 1.019 0.091
```

Calculated values
charge: +1
E_HOMO: -14.947 eV
gap between HOMO and LUMO: 11.08 eV

2 wins, 6.0 kcal/mol ahead of the next structure.

## 1
ORCA calculation (ωB97M-V with the def2-TZVPD basis set) on 2 unconnected molecules or ions with the total composition C3H10N.

Geometry as XYZ:
```
14
Properties=species:S:1:pos:R:3:lowdin_charge:R:1
H -0.673 1.013 -1.809 -0.009
H 1.685 -0.843 -0.834 0.177
H 1.884 0.820 -0.308 0.181
H 2.282 -0.413 0.697 0.161
C -0.550 -1.206 0.742 -0.096
H -0.165 -1.771 -0.109 0.081
H -0.425 -1.796 1.573 0.051
N 1.623 -0.167 -0.043 0.176
H -1.663 -1.020 0.559 0.115
H 0.248 0.798 1.239 0.054
C -1.225 1.269 -0.954 0.155
H -2.236 0.978 -0.938 0.011
C 0.201 0.056 0.574 -0.142
H -0.986 2.283 -0.389 0.084
```

Calculated values
charge: +1
E_HOMO (alpha / beta): -13.474 / -13.475 eV
gap between HOMO and LUMO (alpha / beta): 9.20 / 9.20 eV

## 2
ORCA calculation (ωB97M-V with the def2-TZVPD basis set) on 2 unconnected molecules or ions with the total composition C3H10N.

Geometry as XYZ:
```
14
Properties=species:S:1:pos:R:3:lowdin_charge:R:1
C 4.380 -3.851 0.575 -0.048
H -0.414 0.543 -0.766 0.135
N -1.686 1.858 0.074 0.010
H -3.764 1.793 -0.026 0.109
H -2.986 0.270 -0.307 0.109
H -1.769 2.670 0.678 0.178
C -2.922 1.326 -0.531 0.018
H 4.035 -3.393 1.496 0.012
H 5.404 -4.158 0.724 0.015
H -2.901 1.540 -1.593 0.114
H 3.762 -4.706 0.337 0.013
C -0.508 1.441 -0.170 0.195
H 4.341 -3.197 -0.287 0.009
H 0.342 1.974 0.238 0.133
```

Calculated values
charge: +1
E_HOMO: -14.993 eV
gap between HOMO and LUMO: 9.39 eV

2 wins, 64.6 kcal/mol ahead of the next structure.

## 1
ORCA calculation (ωB97M-V with the def2-TZVPD basis set) on 2 unconnected molecules or ions with the total composition C3H10NO2.

Geometry as XYZ:
```
16
Properties=species:S:1:pos:R:3:lowdin_charge:R:1
H 2.103 2.058 -1.481 0.054
N -1.115 -0.113 1.430 -0.125
H 1.533 1.329 -3.014 0.050
H 0.622 -0.769 2.379 0.077
C -2.038 -0.425 0.322 -0.162
C 0.105 -0.934 1.416 -0.482
O 0.368 0.933 -1.367 -0.255
H -0.252 -1.981 1.455 0.083
C 1.637 1.172 -1.933 -0.250
H 2.296 0.312 -1.773 0.062
H -1.557 -1.187 -0.301 0.071
H -0.817 0.845 1.320 0.073
H -3.026 -0.809 0.593 0.046
H 0.612 0.234 -0.563 -0.007
O 0.976 -0.720 0.373 -0.293
H -2.133 0.452 -0.315 0.058
```

Calculated values
charge: -1
E_HOMO: -3.440 eV
gap between HOMO and LUMO: 7.83 eV

## 2
ORCA calculation (ωB97M-V with the def2-TZVPD basis set) on 2 unconnected molecules or ions with the total composition C3H10NO2.

Geometry as XYZ:
```
16
Properties=species:S:1:pos:R:3:lowdin_charge:R:1
H -0.347 -0.556 -2.272 0.063
H -1.139 -1.468 -0.978 0.066
N 0.053 1.729 -0.950 0.000
H 1.423 -2.265 1.457 -0.003
H 1.476 -0.759 1.155 -0.021
H 0.738 1.297 -1.571 0.034
H 0.688 1.929 -0.170 0.045
H -1.780 0.876 -0.595 0.100
H 0.557 -1.111 -0.827 0.051
C -0.388 -0.697 -1.183 -0.097
H -1.181 1.460 1.356 0.086
O 0.636 0.377 1.625 -0.280
C -0.748 0.554 -0.424 -0.458
C -0.579 0.556 1.111 -0.483
H -1.326 -0.251 1.387 0.091
O 1.915 -1.671 0.877 -0.195
```

Calculated values
charge: -1
E_HOMO: -3.534 eV
gap between HOMO and LUMO: 7.86 eV

2 wins, 13.0 kcal/mol ahead of the next structure.